ORCA calculation (ωB97M-V/def2-TZVPD) on a structure of composition C39H43BaCl2N9O8PS2 at a distorted geometry.

Values from the calculation:
E_tot = -4690.5610 Ha
charge = -1
strongest force on any atom = 3.33 eV Å⁻¹
HOMO energy = -3.96 eV
molar mass = 1069.17 g mol⁻¹
LUMO = 2.083 eV

Geometry as XYZ:
```
105
Properties=species:S:1:pos:R:3:forces:R:3:lowdin_charge:R:1
Ba 0.797236 -0.841349 -0.290137 1.83 -1.63 -0.63 1.919
C 3.959682 -0.169759 4.688802 -0.04 0.07 -0.01 -0.050
N 3.786638 -0.763079 3.380887 -0.07 0.06 0.08 -0.133
C 4.778399 -0.976488 2.465408 0.03 -0.01 0.01 -0.057
C 4.158375 -1.371669 1.315227 -0.11 0.02 -0.01 -0.109
N 2.808830 -1.384545 1.506130 0.43 -0.22 0.54 -0.039
C 2.603299 -0.996734 2.741380 -0.02 -0.01 0.16 -0.482
P 1.016987 -0.881143 3.640057 -0.16 -0.15 -0.16 1.196
C -0.062029 0.384256 2.864489 0.03 0.12 0.08 -0.469
N -0.638780 0.335973 1.682832 -0.46 0.15 0.55 -0.036
C -1.382543 1.471854 1.564427 0.08 -0.06 -0.01 -0.113
C -1.264258 2.216511 2.703435 0.02 0.03 0.01 -0.055
N -0.444404 1.508721 3.535959 0.10 -0.02 0.08 -0.125
C 0.075377 1.976101 4.803810 0.10 0.01 -0.02 -0.041
C 0.171612 -2.302277 2.862755 0.01 -0.04 0.04 -0.465
N 0.071931 -2.522354 1.569147 -0.43 -0.91 0.88 -0.081
C -0.726607 -3.621177 1.418964 0.06 0.09 0.12 -0.116
C -1.117552 -4.071930 2.646166 0.02 0.01 -0.02 -0.055
N -0.539656 -3.230781 3.562948 0.02 0.01 0.06 -0.132
C -0.711048 -3.294744 4.998980 0.00 0.01 0.01 -0.048
H 5.023741 -0.128866 4.911239 0.00 -0.01 0.01 0.085
H 3.549776 0.840642 4.683163 0.02 0.01 -0.01 0.075
H 3.458999 -0.765040 5.451746 0.00 0.00 0.00 0.071
H 5.816024 -0.841651 2.715041 0.03 0.02 0.01 0.109
H 4.590725 -1.640178 0.365690 0.03 -0.03 -0.04 0.107
H -1.942899 1.682778 0.668835 -0.05 0.02 -0.04 0.103
H -1.676907 3.167971 2.989678 -0.02 0.02 0.01 0.103
H -0.455339 2.884626 5.079667 0.00 0.00 0.02 0.086
H -0.073792 1.224326 5.577975 -0.01 0.00 0.00 0.073
H 1.138796 2.191013 4.695658 0.00 0.03 -0.01 0.075
H -0.971622 -3.994617 0.442120 -0.05 -0.05 -0.05 0.089
H -1.746067 -4.891118 2.946938 -0.01 -0.03 0.02 0.110
H -1.170454 -4.247779 5.251222 0.01 0.00 0.01 0.084
H 0.252458 -3.220705 5.499825 -0.01 0.00 0.00 0.076
H -1.352822 -2.487777 5.353453 -0.01 0.00 0.00 0.087
S 2.700875 -1.525579 -2.736363 0.31 -0.12 -0.25 0.396
C 3.084120 -2.907647 -1.764067 -0.05 -0.02 -0.01 -0.860
C 4.198527 -3.736921 -2.059844 -0.04 0.10 -0.05 -0.138
C 4.497739 -4.808033 -1.256987 0.01 -0.05 0.03 -0.115
C 3.697576 -5.076320 -0.143225 0.04 -0.02 -0.01 -0.108
C 2.632600 -4.229683 0.083262 -0.07 0.03 -0.03 -0.186
N 2.316535 -3.189838 -0.688173 0.32 -0.38 -0.22 -0.092
H 4.799739 -3.488701 -2.924150 0.00 -0.01 0.00 0.082
H 5.352004 -5.437708 -1.482016 0.01 0.01 -0.01 0.092
H 3.901806 -5.902957 0.523918 -0.01 -0.01 0.00 0.082
H 1.987904 -4.381048 0.943828 -0.03 0.01 0.03 0.090
Cl -5.077718 3.002671 -4.303927 0.03 -0.03 0.03 0.595
C -3.837658 2.087373 -3.467597 0.00 0.09 -0.04 -0.689
C -2.493134 2.338784 -3.760271 -0.04 0.09 -0.03 -0.151
C -1.515160 1.649320 -3.099351 0.05 -0.04 -0.02 -0.567
Cl 0.151978 1.989809 -3.441215 -0.05 -0.02 0.01 0.718
C -1.792611 0.631814 -2.119119 0.06 0.10 -0.01 -0.416
O -0.858629 0.007399 -1.543133 -2.45 1.40 -1.76 -0.440
C -3.180741 0.427221 -1.851252 -0.09 -0.09 0.09 -0.131
C -3.653470 -0.544635 -0.856867 0.02 0.04 -0.13 -0.239
O -2.997059 -1.301823 -0.183164 0.04 -0.04 0.06 0.043
C -4.170363 1.154711 -2.524689 -0.07 -0.01 0.04 -0.098
H -2.225694 3.081513 -4.499835 0.01 0.01 0.00 0.100
H -4.764569 -0.545101 -0.757415 -0.02 0.02 0.00 0.114
H -5.212291 0.969295 -2.287751 -0.01 -0.01 0.00 0.104
O -2.213470 -4.212068 -1.737042 -0.02 0.04 -0.02 0.111
C -1.273581 -3.477835 -2.343194 0.20 0.19 -0.36 -0.490
O -0.411853 -2.874177 -1.773698 -0.33 -0.37 0.46 -0.015
C -1.323319 -3.469612 -3.860443 0.01 0.00 -0.03 -0.214
N -2.387279 -4.358751 -4.359946 -0.04 -0.04 -0.03 -0.038
C -1.705290 -5.541586 -4.911270 0.02 0.01 -0.03 -0.203
C -0.386728 -5.017545 -5.474677 -0.04 0.00 0.01 -0.172
C 0.028588 -3.970914 -4.437846 -0.08 0.04 -0.06 -0.111
H -1.511578 -2.434019 -4.145857 -0.04 0.00 -0.02 0.164
H -2.914138 -3.894171 -5.088192 0.02 -0.02 0.03 0.115
H -2.786616 -4.528182 -2.469971 0.05 -0.01 0.01 0.099
H -2.341691 -6.042878 -5.640261 -0.01 -0.01 0.01 0.110
H -1.509131 -6.242446 -4.094570 -0.01 -0.02 0.00 0.116
H -0.566388 -4.548340 -6.445761 0.01 -0.01 -0.01 0.107
H 0.360693 -5.799611 -5.605737 0.01 0.00 -0.02 0.107
H 0.610874 -3.152328 -4.852989 0.04 0.00 0.06 0.106
H 0.634150 -4.410723 -3.645222 0.01 0.01 0.00 0.120
C -4.605417 4.895007 0.194012 0.05 0.01 -0.04 -0.042
C -3.166782 5.324402 0.111759 -0.03 -0.03 -0.12 -0.264
C -2.518672 5.422485 -1.120858 -0.03 -0.02 0.02 -0.023
C -1.175997 5.747826 -1.201345 -0.03 0.01 0.07 -0.036
C -0.474188 5.987256 -0.028153 0.01 -0.29 0.04 -0.291
C -1.099464 5.907051 1.206497 0.04 -0.01 -0.05 -0.051
C -2.444364 5.584722 1.267198 -0.01 0.03 0.06 -0.050
S 1.248590 6.348569 -0.050513 0.26 0.16 0.04 0.626
O 1.644664 6.439297 1.331932 0.07 0.11 0.03 -0.315
O 1.515416 7.472858 -0.908382 0.00 0.02 0.02 -0.308
N 1.903370 5.055739 -0.811859 -0.40 -0.03 0.03 -0.134
C 1.704856 3.688503 -0.290181 0.03 0.04 0.07 -0.212
C 2.431324 3.388431 1.006797 -0.05 -0.09 -0.09 -0.095
C 2.217038 1.953207 1.495960 -0.22 0.22 -0.13 -0.636
O 2.393546 1.781432 2.719591 0.10 -0.22 0.26 -0.045
O 1.854754 1.084260 0.655430 0.92 1.80 0.70 -0.310
H -5.174236 5.239095 -0.667946 -0.02 0.02 -0.03 0.078
H -5.077040 5.271512 1.101283 -0.02 0.00 0.00 0.074
H -4.667678 3.805857 0.210630 -0.02 -0.06 0.00 0.083
H -3.077261 5.224892 -2.024640 -0.04 -0.05 -0.11 0.111
H -0.668026 5.802981 -2.154476 0.00 -0.01 -0.03 0.123
H -0.518490 6.087525 2.098797 0.00 0.00 0.03 0.110
H -2.940357 5.523731 2.229047 0.01 0.00 0.02 0.110
H 2.858662 5.291442 -1.050378 0.05 -0.03 -0.14 0.114
H 1.986637 3.002763 -1.086421 0.04 -0.02 0.03 0.107
H 0.634289 3.543450 -0.133042 -0.04 0.02 -0.11 0.116
H 2.075182 4.064721 1.782144 0.17 -0.03 0.07 0.100
H 3.512031 3.533248 0.909301 -0.01 0.09 -0.06 0.126
```
Forces are in eV/Å.



ORCA calculation (ωB97M-V/def2-TZVPD) on an isolated molecule of C4H8N2O at a distorted geometry.

Values from the calculation:
E_tot = -341.8907 Ha
strongest force on any atom = 1.62 eV Å⁻¹
HOMO energy = -9.60 eV
molar mass = 100.12 g mol⁻¹
SMILES string = C[C@](O)(C#N)CN
LUMO = 0.712 eV

Geometry as XYZ:
```
15
Properties=species:S:1:pos:R:3:forces:R:3:lowdin_charge:R:1
C -1.471558 -0.489628 -0.583538 0.03 0.18 0.50 -0.019
C -0.273932 0.389433 -0.165273 0.04 0.32 1.09 -0.413
O -0.009274 0.842092 1.314482 0.34 -1.23 -0.51 -0.102
C -0.344979 1.777837 -0.616197 -0.04 1.34 0.42 -0.169
N -0.360946 2.911373 -0.388478 -0.14 -0.38 -1.40 0.174
C 1.064878 -0.341432 -0.455338 -0.06 0.23 0.02 -0.219
N 1.199941 -1.226510 0.687762 0.37 -0.17 0.03 -0.002
H -2.421959 -0.033646 -0.305566 0.04 -0.08 0.16 0.083
H -1.355458 -1.475406 -0.128974 -0.08 0.17 0.11 0.083
H -1.514699 -0.652490 -1.678492 0.42 0.40 0.51 0.099
H -0.607873 1.045215 2.053812 -0.85 -0.39 -1.32 0.115
H 1.853391 0.417839 -0.571149 -0.05 -0.13 0.17 0.119
H 1.051127 -0.937796 -1.383430 -0.39 0.39 0.24 0.125
H 1.066913 -0.599267 1.479806 0.25 -0.56 0.09 0.056
H 2.124427 -1.627616 0.740573 0.11 -0.10 -0.11 0.071
```
Forces are in eV/Å.



ORCA calculation (ωB97M-V/def2-TZVPD) on a cluster of 2 separate species, C9H20O in total at a distorted geometry.

Values from the calculation:
E_tot = -430.1506 Ha
strongest force on any atom = 1.14 eV Å⁻¹
HOMO energy = -9.82 eV
molar mass = 144.26 g mol⁻¹
SMILES string = CC(C)=O.CCCCCC
LUMO = 0.891 eV

Geometry as XYZ:
```
30
Properties=species:S:1:pos:R:3:forces:R:3:lowdin_charge:R:1
C -1.930826 -0.461985 -0.395966 -0.48 0.10 -0.13 -0.025
C -0.731576 -1.309158 -0.754002 -0.06 -0.48 -0.59 -0.504
C 0.589924 -0.877792 -0.161034 0.52 -0.09 -0.03 -0.028
O -0.824933 -2.285321 -1.480088 0.13 1.07 0.39 0.050
H -2.839298 -0.856050 -0.881775 0.45 0.13 0.18 0.098
H -1.777393 0.578552 -0.728151 0.02 -0.33 0.20 0.093
H -2.086991 -0.463311 0.695917 0.17 0.16 -0.48 0.058
H 0.843503 0.142362 -0.495068 -0.16 -0.30 0.19 0.091
H 0.535420 -0.883911 0.940609 0.01 0.14 -0.41 0.079
H 1.395297 -1.561899 -0.477238 -0.41 0.27 0.10 0.091
C 0.574028 -5.675696 -0.592729 -0.01 -0.03 0.00 -0.117
C -0.758002 -5.028630 -0.213864 -0.27 -0.03 -0.21 -0.282
C -0.616924 -4.031611 0.934531 0.17 -0.03 0.11 -0.238
C -1.939259 -3.375524 1.325947 -0.17 -0.06 -0.09 -0.232
C -1.798181 -2.378505 2.474341 0.11 -0.08 0.15 -0.281
C -3.130218 -1.731450 2.853212 0.02 0.04 0.10 -0.118
H 0.991590 -6.216250 0.273331 -0.03 0.14 -0.34 0.071
H 1.294984 -4.901644 -0.905255 -0.19 -0.32 0.08 0.072
H 0.442493 -6.389750 -1.423045 0.14 0.26 0.31 0.071
H -1.175777 -4.503347 -1.094207 0.13 -0.32 0.45 0.097
H -1.478539 -5.815234 0.081947 0.21 0.29 -0.13 0.112
H -0.199880 -4.555860 1.815829 -0.05 0.23 -0.26 0.122
H 0.102887 -3.243964 0.639679 -0.20 -0.50 0.25 0.087
H -2.356303 -2.851275 0.444649 0.01 -0.42 0.39 0.096
H -2.659065 -4.163164 1.620804 0.17 0.31 -0.17 0.124
H -1.380394 -2.903775 3.354670 -0.05 0.30 -0.33 0.116
H -1.077651 -1.591878 2.178524 -0.18 -0.35 0.30 0.082
H -2.998678 -1.017388 3.683532 -0.15 -0.24 -0.31 0.075
H -3.851156 -2.505509 3.165752 0.18 0.34 -0.12 0.078
H -3.547783 -1.190899 1.987161 -0.02 -0.20 0.38 0.061
```
Forces are in eV/Å.



ORCA calculation (ωB97M-V/def2-TZVPD) on a cluster of 2 separate species, C10H18N4O5 in total.

Values from the calculation:
E_tot = -987.1257 Ha
strongest force on any atom = 0.64 eV Å⁻¹
HOMO energy = -9.04 eV
molar mass = 274.28 g mol⁻¹
SMILES string = N[C@@H](Cc1c[nH]cn1)C(=O)O.C[C@@H](O)[C@H](N)C(=O)O
LUMO = 0.472 eV

Geometry as XYZ:
```
37
Properties=species:S:1:pos:R:3:forces:R:3:lowdin_charge:R:1
N -0.382982 1.246853 -2.829232 0.11 -0.11 -0.08 0.064
C 0.507352 2.116921 -2.088122 0.07 0.10 0.10 -0.307
C 0.596389 1.676289 -0.617425 0.04 0.07 -0.15 -0.103
C 1.329895 0.381167 -0.441734 0.07 0.14 -0.06 -0.310
C 2.564513 0.179035 0.110642 -0.03 0.01 0.01 -0.040
N 2.801914 -1.171799 0.000399 -0.01 0.00 0.03 0.060
C 1.721437 -1.719879 -0.612759 -0.01 -0.10 -0.07 -0.189
N 0.815304 -0.817207 -0.895814 0.27 -0.01 0.02 0.102
C 1.925009 2.283433 -2.635321 0.21 0.18 0.16 -0.484
O 2.826077 2.842671 -2.053205 -0.37 -0.22 -0.21 0.096
O 2.081953 1.778920 -3.876244 0.22 0.07 0.05 0.103
H -0.163316 0.274957 -2.619312 -0.09 0.07 -0.02 0.059
H -0.261978 1.381132 -3.827056 -0.07 -0.02 0.09 0.074
H 0.091265 3.134634 -2.101653 0.08 -0.09 0.01 0.154
H -0.427887 1.580938 -0.244509 0.36 0.13 -0.37 0.090
H 1.104177 2.457591 -0.045319 -0.09 -0.11 -0.05 0.130
H 3.279542 0.862104 0.545368 -0.12 -0.10 -0.07 0.127
H 3.620879 -1.663416 0.322493 -0.14 0.08 -0.07 0.149
H 1.648469 -2.779017 -0.824486 0.00 0.16 0.02 0.123
H 3.001887 1.974027 -4.123070 -0.14 -0.05 -0.01 0.131
C -0.722891 0.623241 2.082056 -0.18 0.00 0.21 -0.030
C -0.842389 -0.889622 2.035716 -0.01 0.09 -0.34 -0.386
O -0.292317 -1.391852 3.245697 0.14 -0.23 0.11 -0.030
C -2.311260 -1.368717 1.900184 -0.05 0.15 0.08 -0.276
N -2.498187 -2.796001 2.094279 0.19 -0.07 0.04 0.068
C -2.806626 -1.038762 0.508504 0.29 -0.32 -0.47 -0.493
O -2.552244 -1.705362 -0.468019 -0.22 0.28 0.53 0.107
O -3.520157 0.098289 0.447028 -0.06 0.01 -0.13 0.115
H -1.159638 1.086961 1.192595 -0.04 -0.23 0.49 0.057
H -1.248798 1.007937 2.963191 0.05 -0.07 -0.09 0.097
H 0.329110 0.914670 2.155682 -0.18 -0.05 -0.04 0.086
H -0.281126 -1.284752 1.173999 -0.17 0.09 0.23 0.122
H 0.028609 -2.284820 3.076936 -0.03 0.13 0.09 0.088
H -2.914964 -0.829849 2.637861 0.04 -0.04 -0.08 0.155
H -2.069550 -3.076488 2.970356 -0.09 -0.01 -0.10 0.072
H -2.064014 -3.305283 1.329137 -0.07 0.02 0.05 0.080
H -3.753458 0.221052 -0.488843 0.05 0.04 0.08 0.135
```
Forces are in eV/Å.